C14H5N2S13SbSe4Tc as an isolated structure, computed with the ωB97M-V functional and the def2-TZVPD basis.

## Properties
Kohn-Sham gap (alpha / beta): 0.156 / 0.156 Ha
Charge: -1
HOMO energy (alpha / beta): -5.0 / -5.0 eV
E_LUMO (alpha / beta): -0.72 / -0.72 eV

```
40
Properties=species:S:1:pos:R:3:forces:R:3
Sb -2.00005 3.27844 5.66569 -0.8 1.2 1.4
Tc 0.26381 0.78329 2.77713 2.8 -1.6 -3.1
Se -1.04821 5.24441 6.53035 0.2 -0.1 -0.3
Se -1.39603 2.42966 3.26963 -2.8 2.3 -1.8
Se -3.99930 2.49661 6.61324 0.1 -0.2 -0.3
Se -0.32076 1.41663 4.96210 0.8 -1.2 3.9
S 2.49672 1.21993 3.48918 -0.2 0.0 0.1
S -1.35592 -0.17860 1.45656 0.1 -0.2 0.1
S 3.16968 3.82141 0.14419 0.0 -0.1 0.1
S -1.87341 -3.04395 0.66505 0.1 0.1 0.0
S 4.77749 2.77008 2.30794 -0.1 0.0 -0.1
S -0.14969 -4.08236 2.74296 0.1 0.1 0.0
S 1.72324 1.03940 -4.43513 0.0 -0.1 0.1
S 0.55157 -1.32975 3.76752 -0.1 -0.3 -0.3
S -1.37602 -5.96674 0.80879 0.0 0.0 0.1
S 6.04456 4.53719 0.28670 0.0 0.0 0.0
S 1.77428 -0.52608 1.13804 0.3 -0.3 -0.1
S 0.69339 2.37498 1.03590 -0.1 -0.1 0.1
S 2.49983 0.61119 -1.59265 0.0 0.0 0.1
N 0.39787 -0.38446 -2.50267 0.1 -0.1 0.0
N 0.38094 -0.72052 -1.17285 -0.1 -0.3 0.0
C -3.02410 -1.49363 -3.32020 0.1 0.0 0.0
C -1.14952 -4.44466 1.37334 0.0 -0.1 0.0
C -1.13124 -1.86112 1.71088 -0.1 0.1 0.2
C -1.93604 -0.98423 -2.63138 -0.1 0.1 0.0
C -2.89269 -1.87862 -4.64794 0.0 0.0 0.0
C -0.56014 -1.26809 -4.58773 0.0 -0.1 -0.1
C -1.66188 -1.75998 -5.27456 0.0 0.0 0.1
C -0.70498 -0.87313 -3.26773 -0.1 0.1 0.1
C 4.73543 3.75161 0.88290 0.0 0.0 0.0
C -0.32831 -2.34980 2.69975 -0.1 0.2 0.1
C 2.34266 2.77974 1.27669 0.3 0.0 0.4
C 1.44396 0.36557 -2.94444 0.0 0.2 -0.2
C 1.41843 -0.28138 -0.55606 -0.2 0.2 0.1
C 3.09357 2.30567 2.31228 -0.2 0.1 -0.4
H 0.39812 -1.20029 -5.07756 0.0 0.0 0.0
H -1.54167 -2.06424 -6.30628 0.0 0.0 0.0
H -3.97438 -1.58911 -2.81119 0.0 0.0 0.0
H -2.03866 -0.66599 -1.60291 0.1 0.0 0.0
H -3.74255 -2.27908 -5.18551 0.0 0.0 0.0
```
Positions in Å, forces in eV/Å.

***

A 18-piece molecular cluster, C14H64O25 overall, computed with the ωB97M-V functional and the def2-TZVPD basis.

## Properties
Kohn-Sham gap: 0.353 Ha
Charge: 0
HOMO energy: -9.8 eV
E_LUMO: -0.19 eV

```
103
Properties=species:S:1:pos:R:3:forces:R:3
O 0.75810 0.76673 -3.13523 0.4 -1.0 -0.2
O -1.41635 0.90337 -0.07488 -0.1 0.8 -1.3
O 3.90010 -0.31359 0.91743 0.7 1.3 0.0
O -0.59989 4.46293 0.23070 1.3 0.7 -0.6
O 4.19591 0.23594 -2.11855 0.6 -0.3 -1.7
O -1.77305 0.77953 4.86589 -1.1 0.7 0.0
O -0.12538 -2.53332 0.27800 1.2 -0.1 1.8
O 0.68175 1.77061 1.90076 1.1 2.1 0.5
O -4.09125 1.02921 1.04431 -1.0 0.9 -0.6
O 1.21217 2.00257 4.78406 -1.1 -0.4 0.1
O -4.29138 -4.62196 -2.69334 -0.3 0.7 -0.2
O -3.60809 3.58473 -0.12727 1.6 0.2 0.2
O 0.16230 3.52226 -2.76843 1.3 0.2 -0.9
O -0.94027 -1.51678 -2.77947 -0.2 -1.2 -0.4
O -3.00753 -1.69998 -0.82582 1.9 -1.3 -0.3
O -1.98301 2.43258 2.41304 0.0 2.3 -0.2
O -1.34163 -2.83021 4.53191 -0.6 -0.7 -0.5
O 1.40468 4.46029 1.96613 -0.3 -0.4 -0.3
O 2.72153 -3.83125 2.56531 0.7 -2.2 0.0
O -2.41344 -1.08636 1.91336 -2.0 2.4 -0.4
O 2.33728 -3.88075 -0.63105 1.2 -0.8 1.9
O -0.35038 3.74923 -6.43041 0.3 1.6 -0.2
O 2.36331 -0.46207 3.63603 0.4 -1.3 2.1
O -2.00860 2.36238 -2.01582 0.0 0.9 0.0
O 2.22386 -3.55546 -3.32408 0.4 1.2 -1.6
C -3.32055 -3.82925 -2.01467 -0.7 1.0 -0.1
C -2.18654 -0.56385 4.92980 -0.1 -2.0 0.5
C 0.56812 0.53736 1.29306 1.4 -0.3 -1.8
C -0.00151 0.70640 -0.10672 -1.1 -2.8 -0.8
C -0.96253 -1.48683 4.70977 0.6 0.6 1.0
C 2.77534 -2.68156 -1.20923 -0.4 0.2 -2.0
C 2.99869 0.95228 -2.19620 0.9 1.1 0.4
C 0.02063 4.13908 -4.05325 0.8 0.3 0.0
C 2.94391 -1.79396 3.61863 -1.8 2.1 -0.5
C 0.13079 3.15799 -5.25435 -0.9 -0.1 0.6
C 2.14577 -2.59019 2.65317 -1.1 0.6 -1.5
C 2.13009 0.40945 -3.25797 -0.3 -1.5 -1.3
C 3.31268 -3.07512 -2.54117 -0.8 -2.3 -0.8
C -3.88813 -2.52445 -1.51042 -2.4 -1.2 1.0
H 0.42557 1.41484 -0.75376 1.1 2.0 0.1
H -0.05915 0.03309 1.98161 -0.7 -1.7 0.0
H 3.92968 -1.79087 3.19662 1.0 0.0 0.6
H 2.51233 -0.10016 2.79983 0.4 0.9 -2.0
H 1.68682 -4.14781 -2.82493 -0.4 -0.6 0.8
H -3.90667 1.54977 1.82879 0.2 0.4 0.1
H -2.37186 1.28984 5.45583 0.8 -0.4 -0.7
H -0.89717 4.75579 -4.08432 0.4 -0.3 -0.2
H -2.45155 2.33790 -2.83676 -0.8 -0.8 -1.9
H 1.11818 2.75239 -5.26865 1.3 0.3 -0.5
H 3.96154 0.66041 0.87063 -0.7 -0.2 -0.3
H 3.99513 -4.00263 -2.52773 -0.1 1.7 0.6
H -4.79707 -2.77035 -0.92781 0.5 -0.2 0.6
H 0.92680 4.79459 -4.09488 -1.0 -0.2 -0.2
H -0.42669 2.25884 -5.18965 -1.1 -1.0 1.2
H -2.29855 3.22676 -1.70440 -0.4 0.2 1.2
H -2.53658 -3.58615 -2.69550 1.1 -0.1 -0.2
H 0.66512 1.71364 -3.03389 0.1 0.9 0.1
H 4.75418 -0.42181 1.34908 0.2 -0.9 0.2
H 2.19854 -2.17384 1.60048 -0.1 0.5 1.2
H -0.37596 -1.51498 5.63235 0.3 0.8 -0.1
H -0.65186 3.14832 -2.43669 -0.3 -0.2 -0.2
H -0.27553 -1.16282 3.89844 -0.7 0.1 0.4
H 2.44649 0.93187 -1.30148 -0.6 -0.3 1.6
H 0.67368 -3.07644 0.41968 -0.3 0.4 0.2
H -3.09833 -4.40151 -1.16956 1.5 -0.7 1.4
H -2.62488 -0.77838 5.91481 0.5 0.0 0.2
H -0.36052 -2.83826 -0.56813 -1.0 -0.3 -2.0
H 1.08434 -2.66244 2.91813 0.0 0.2 0.2
H -0.09393 2.29751 1.66333 -0.2 -0.1 0.3
H -4.40938 3.84056 -0.54096 -1.3 0.2 -0.4
H -2.99645 -0.95500 4.28553 0.4 1.0 -0.6
H -1.82021 1.69344 2.96936 0.2 -1.7 1.0
H -1.27946 3.85722 0.38003 -1.9 -2.0 0.8
H -1.08252 5.16250 -0.17803 -0.2 1.2 -0.5
H 0.62371 4.55099 1.37501 0.7 0.4 0.4
H 1.97992 -1.93592 -1.30040 -0.4 -0.6 -0.2
H 2.01241 2.46089 4.64798 1.7 1.0 0.4
H 1.56978 3.50879 1.86628 0.2 0.3 0.2
H -0.44444 -0.71442 -2.85587 0.7 1.0 -0.2
H -1.70083 3.16227 3.00595 -0.3 -0.3 -0.5
H 3.75827 -2.23763 -3.02521 0.5 0.4 -0.6
H 2.22471 -4.29551 1.88992 0.1 -0.4 -0.1
H 4.34463 -0.06850 -1.25143 0.1 -0.6 1.7
H 3.31355 1.99737 -2.30930 -0.6 0.1 -0.5
H -3.72148 0.19170 1.26630 0.5 -1.2 0.4
H 3.20817 -4.32479 -0.43253 -1.6 0.1 -0.1
H -1.77265 -1.71507 2.02475 2.3 -3.4 1.2
H -1.02337 -3.32331 5.29305 -0.2 0.0 -0.2
H -3.42069 -0.91704 -0.51599 -0.8 1.0 0.3
H 1.61284 0.07699 1.22334 -1.6 0.4 0.0
H -2.00623 -0.71659 1.13194 -0.1 1.0 -0.9
H -1.49002 -1.42553 -2.00376 -0.5 0.2 0.6
H 0.15468 -0.14677 -0.80365 0.3 -0.4 1.2
H 2.81046 -2.08193 4.64655 0.6 -0.7 0.2
H 2.23539 -0.71111 -3.33802 -0.6 1.0 0.7
H -3.59796 2.61910 -0.05892 -0.3 -0.3 0.4
H 1.01263 1.83576 3.85876 -0.7 -0.4 -0.3
H -0.28516 3.17874 -7.19334 0.2 -0.4 0.0
H -4.36415 -2.02686 -2.27736 -0.5 1.4 -2.4
H -3.71978 -5.26289 -3.10623 -0.3 -0.6 -0.5
H -1.63406 1.32957 -0.99166 0.2 -1.3 2.5
H 3.53385 -2.12866 -0.77271 1.7 0.5 2.1
H 2.54424 0.69656 -4.20390 0.0 0.6 -0.9
```
Positions in Å, forces in eV/Å.

***

C14H6AgN4O2 as an isolated structure, computed with the ωB97M-V functional and the def2-TZVPD basis.

## Properties
Kohn-Sham gap: 0.290 Ha
Charge: -1
HOMO energy: -5.5 eV
E_LUMO: 2.39 eV

```
27
Properties=species:S:1:pos:R:3:forces:R:3
Ag 1.32529 0.21219 -2.54292 0.0 -0.1 0.0
O 4.99010 -0.43211 -0.54324 0.0 0.0 0.0
O 3.41367 -0.11871 -2.09856 0.1 0.0 0.0
N -0.56728 0.44401 -3.43072 -0.1 0.1 0.1
N -4.20715 0.76317 -1.04458 0.0 0.0 0.0
N -4.46565 -0.55664 -5.33281 0.0 0.0 0.0
N 1.51862 -0.03463 -0.10635 0.0 0.0 0.0
C -3.10486 0.22172 -3.29926 0.1 0.0 0.0
C -0.12456 -0.08586 3.20314 0.0 0.0 0.0
C -1.72108 0.34528 -3.38716 0.1 -0.1 -0.1
C 3.19744 -0.37569 1.55778 0.0 0.0 -0.1
C 3.82970 -0.26126 -0.90999 0.0 0.0 0.0
C -3.72164 0.51154 -2.06280 0.0 0.1 0.0
C -1.42297 0.10622 2.82439 0.0 0.0 0.0
C -3.85471 -0.20735 -4.41725 0.0 0.0 0.0
C 0.90399 -0.13943 2.23278 0.0 0.0 0.1
C 2.77134 -0.21672 0.21311 0.0 0.0 0.1
C 2.27094 -0.33639 2.55173 0.0 0.0 0.0
C -0.78229 0.20543 0.50533 0.0 0.0 0.0
C 0.56901 0.00828 0.87267 0.0 0.0 -0.1
C -1.75823 0.25371 1.45912 0.0 0.0 0.0
H -1.01886 0.31701 -0.54532 0.0 0.0 0.0
H 4.25251 -0.52210 1.73312 0.0 0.0 0.0
H -2.20520 0.14660 3.57183 0.0 0.0 0.0
H -2.78638 0.40566 1.15689 0.0 0.0 0.0
H 2.55943 -0.45393 3.59056 0.0 0.0 0.0
H 0.13879 -0.20002 4.24850 0.0 0.0 0.0
```
Positions in Å, forces in eV/Å.

***

Computed ΔE to the lowest compared entry with this formula, charge and spin, in the same sequence as the records: 52.5; 50.1; 0.0 kcal/mol.